Model one:
Density functional theory data (ωB97M-V/def2-TZVPD) for C2H3ClN2O in the gas phase.

ORCA input file:
```
! wB97M-V def2-TZVPD RIJCOSX def2/J DEFGRID3
* xyz 0 1
H -2.04 1.67 -0.98
N -1.14 1.50 -0.62
C -0.71 0.38 -0.34
Cl -1.36 -1.20 -0.55
C 0.86 0.40 0.10
N 1.76 -0.52 -0.50
O 1.47 -1.70 -0.62
H 0.75 0.25 1.14
H 1.16 1.35 -0.19
*
```

Values from the calculation:
- frontier orbital gap (spin up / spin down) (eV) = 8.78 / 8.78
- HOMO (spin up / spin down) (eV) = -9.17 / -9.18
- M (g/mol) = 106.512

---

Model two:
Density functional theory data (ωB97M-V/def2-TZVPD) for 2 unconnected molecules or ions with the total composition C2H3ClN2O.

ORCA input file:
```
! wB97M-V def2-TZVPD RIJCOSX def2/J DEFGRID3
* xyz 0 1
C 0.78 -0.08 0.66
N -0.57 0.24 0.39
C -1.21 -0.80 0.84
O -0.37 -1.74 1.24
N 0.88 -1.26 1.18
H 1.71 0.43 0.56
H -2.30 -0.84 0.83
Cl 0.22 1.74 -2.36
H 0.87 2.32 -3.33
*
```

Values from the calculation:
- frontier orbital gap (eV) = 11.93
- HOMO (eV) = -11.12
- M (g/mol) = 106.512

---

Which is less stable than every other structure shown? model one is.